# 1
Here is a structure of composition C9H10Cl3NNdO2 in a non-equilibrium geometry from the OMol25 dataset. Energies are from ωB97M-V/def2-TZVPD.

Last column: Mulliken charge in e.
Cartesian coordinates (Å):
H 2.3366 2.1691 -1.4844  0.412
Cl -0.8796 0.5619 5.4168  -0.138
H 0.5540 3.7581 -0.1898  0.435
C -0.9991 2.3517 -1.0222  -0.567
C 0.5265 0.9889 -2.1105  -0.444
H 1.0263 -2.0046 -1.7133  0.195
H -1.9366 2.7924 -0.6854  0.415
O 1.3837 0.2517 2.5928  -0.617
O -0.4398 1.5464 2.5711  -0.646
Cl 0.6723 3.0176 4.9520  -0.142
H -1.6840 0.5935 -2.2592  0.391
C -0.8667 1.1980 -1.8624  -0.382
Cl 2.0353 0.4809 5.4308  -0.127
H -2.0072 -1.4900 0.6320  -0.031
H -1.1036 -3.0694 -1.0504  0.220
H 1.6973 -2.3725 0.0211  0.246
N -1.0418 -1.3671 0.3244  -0.127
Nd 0.1599 0.5507 0.5100  0.708
C 0.3164 2.8546 -0.7572  -0.541
C 0.5391 0.9968 3.1980  0.336
C -0.5157 -2.6317 -0.2047  -0.311
C 1.2608 2.0136 -1.4293  -0.675
C 0.6065 1.2570 4.7390  0.736
H -0.4237 -3.4105 0.5898  0.208
C 0.8586 -2.2880 -0.6730  -0.998
H 0.9523 0.2024 -2.7354  0.444

Values from the calculation:
Frontier orbital gap (spin up / spin down) (eV): 4.056 / 4.128
2S+1: 4
Charge: -1
LUMO energy (spin up / spin down) (eV): 2.488 / 2.488
Relative energy (zero: lowest compared OMol25 entry of this formula, charge and spin) (kJ/mol): 0.0
HOMO energy (spin up / spin down) (eV): -1.568 / -1.640


# 2
Here is a structure of composition C29H41F5OP2Rh in a non-equilibrium geometry from the OMol25 dataset. Energies are from ωB97M-V/def2-TZVPD.

Last column: Mulliken charge in e.
Cartesian coordinates (Å):
H -0.7022 -1.7013 1.5664  0.339
C -1.6887 -1.7186 -3.1569  0.329
H -3.4602 1.0487 -1.6097  0.613
H -3.5294 -2.4012 -4.1058  0.279
H 1.6357 2.6392 -2.9562  0.371
H 1.6524 4.2220 -1.5655  0.326
H -1.4145 -0.1530 -6.2578  0.389
H 0.8891 -3.8292 -1.5903  0.253
H 4.2468 0.1977 2.4079  0.430
C 2.4968 2.0372 0.9842  0.755
P 1.2624 -2.6969 0.5241  1.173
H -2.8974 1.4163 -5.6969  0.411
F 1.4754 -0.5531 7.7557  -0.295
H 2.6816 4.7366 -0.2336  0.356
C -1.6048 -1.2710 5.9322  0.115
H -4.8859 -0.6683 -3.2105  0.438
H -3.3045 -2.9029 -2.4382  0.452
C -1.1286 -0.9671 -4.3075  -0.381
C -1.2654 -0.8405 4.6727  0.116
H 1.1883 -2.5757 2.9559  0.115
H 0.9786 4.2886 0.0988  0.135
C 3.4462 -0.7567 -1.2935  -1.127
Rh -1.3077 0.0784 -2.7459  0.340
O 0.3739 0.0189 3.1989  -0.384
C -0.3504 -2.0723 0.6031  -1.273
H -0.9177 3.6412 -1.2528  0.069
C 2.9781 0.7235 0.7685  0.784
H 3.2922 2.0794 -3.2461  0.315
C 2.2745 2.6386 -0.2857  0.515
H 2.0668 -4.7188 -0.5799  0.392
H 2.5609 -0.3109 2.5701  -0.076
C 1.4198 -3.3748 2.2397  -1.198
H -4.0608 0.2686 -5.0675  0.262
H -2.3077 4.5188 -0.5599  0.455
C 0.9411 -0.2359 5.4743  0.202
H 3.6560 -1.1834 1.4647  0.433
H -1.0251 -2.5013 -2.7666  0.324
C -3.1760 -2.0588 -3.1262  -0.899
F -1.0166 -1.5978 8.2080  -0.300
H 3.1172 -1.6421 -0.7246  -0.066
H 3.2042 2.8542 2.8284  0.396
H -1.7431 1.0187 0.3293  -0.367
C -2.6515 1.0736 -3.6094  -0.338
H 0.7190 -4.2083 2.3799  0.415
C 0.5933 -0.6540 6.7400  0.022
C -1.7838 3.5460 -0.5759  -0.618
C 1.8682 4.0423 -0.5061  -1.324
H -0.9572 -1.8847 -0.2845  0.374
C -1.6244 1.5219 1.3025  1.219
F -2.8354 -1.7777 6.1676  -0.295
H -2.5765 -1.4094 -5.8806  0.368
C -0.6802 -1.1824 6.9748  0.561
H 1.6686 3.5461 2.2489  0.395
C 0.0343 -0.3144 4.3707  -0.029
H 0.3033 -4.8197 -0.2049  0.391
H -2.4742 2.7715 -0.9407  0.065
H 1.9581 0.9115 -3.2026  0.202
H -4.3966 -1.1426 -1.5955  0.404
C -3.0102 0.5731 -5.0055  -0.900
C 2.2564 2.6249 2.3162  -1.123
C 2.5180 1.6562 -1.2841  0.486
C 1.1119 -4.1714 -0.5696  -1.190
C -4.0071 -0.8732 -2.5864  -1.349
H -2.5837 1.5188 1.8529  0.463
H 4.5447 -0.7991 -1.3712  0.336
C 2.9947 0.4842 -0.6360  0.370
F 2.1771 0.2573 5.2423  -0.295
H -0.8759 0.9702 1.9023  -0.939
C -3.1498 0.3717 -2.4145  0.137
H 1.7035 1.9081 2.9427  -0.023
H 3.0370 -0.8324 -2.3075  0.331
C 3.3834 -0.1963 1.8486  -1.231
C -2.0490 -0.5484 -5.4535  -1.084
F -2.1662 -0.9259 3.6662  -0.344
C 2.3454 1.8309 -2.7416  -1.505
H 2.4488 -3.7230 2.4086  0.369
H -2.6257 2.1647 -3.5070  0.653
H -0.1241 -1.2884 -4.6131  0.554
P -1.1454 3.2833 1.1209  -0.046

Values from the calculation:
Frontier orbital gap (spin up / spin down) (eV): 4.193 / 2.586
2S+1: 5
Charge: +1
LUMO energy (spin up / spin down) (eV): -5.109 / -5.598
HOMO energy (spin up / spin down) (eV): -9.302 / -8.184


# 3
Here is a structure of composition C81H174F11N8O6PS2 in a non-equilibrium geometry from the OMol25 dataset. Energies are from ωB97M-V/def2-TZVPD.

Last column: Mulliken charge in e.
Cartesian coordinates (Å):
C 7.6458 4.7122 -0.5584  -1.190
H -2.0043 -0.7456 -5.1372  0.893
F -2.4157 2.3720 -0.4547  -0.312
H -3.5453 -2.7448 -1.8090  0.387
C -2.8554 1.3623 -6.2643  -0.229
F -0.1975 8.8349 -0.2420  -0.291
C 6.6721 7.4658 -6.1128  -0.582
F -1.5239 0.1989 -0.9542  -0.467
H 3.5517 -2.6927 -9.4692  0.350
H -1.2810 5.4738 -4.3904  -0.214
H 6.3183 6.6683 3.2965  0.487
H -1.4014 -7.2476 18.1010  0.201
H 8.8127 4.1930 3.5381  0.388
H -12.4955 -7.4753 10.9442  0.536
H -4.8402 -6.0376 -1.7079  0.263
C 0.7933 10.8553 -4.2938  -1.316
C -10.6378 -8.2269 5.5396  -1.285
H -3.5677 6.7495 -3.7466  0.277
C -4.4290 -3.4073 -1.5647  -1.121
H 8.4599 10.9491 -3.2957  0.433
C -1.3773 6.5844 -4.1331  1.362
C -2.6936 5.7883 -2.0495  -0.776
H -8.7956 -8.6175 7.5766  0.489
H 7.7524 8.7442 -2.7690  0.137
H 1.3017 -14.8508 3.8490  -0.176
F -3.7468 0.5713 -0.3631  -0.397
H 8.5960 5.1294 -2.4344  0.495
H 1.6967 2.5786 3.5284  0.419
H 0.2733 0.7203 -8.1880  0.745
H -4.1467 4.1454 -0.1281  0.284
H 5.4444 9.4104 -4.6491  0.560
H -5.2903 -5.8629 9.0921  0.388
C 6.6736 3.9279 3.6153  -0.426
H 3.7633 6.6400 -6.6978  0.470
C 4.2690 7.0602 3.9520  -0.056
H -8.1113 -6.8234 9.1771  0.274
H 7.5255 8.0768 -6.1738  0.524
H -9.2966 -9.2437 11.2926  0.413
H 1.9949 4.7576 5.7258  0.228
H 2.9465 -0.9953 -7.7085  0.446
C 8.2380 -9.4106 0.4474  -0.591
C 7.8905 4.8130 3.4322  -0.539
F -1.8742 1.7750 -2.6694  -0.427
C 6.6280 5.9985 -2.5381  0.807
H -5.0198 7.8814 0.9992  0.328
H -1.7855 5.7290 -1.4328  0.192
C -3.3908 7.3502 -0.2494  -0.222
H 0.9010 -1.9824 -6.9211  0.437
C -8.2330 -7.7448 9.8028  -0.986
H 2.5393 2.3844 5.0257  0.328
H -1.1617 -6.2516 15.2496  0.191
H 6.9030 5.5249 -4.5861  0.575
H -5.7046 -3.3383 -3.8708  0.434
C 7.3702 9.2510 -3.6697  -0.116
C 8.2543 -13.5344 -1.2909  -1.037
H 2.0955 9.2017 -4.2704  -0.101
H -0.8698 -2.2784 -3.2719  0.284
H 7.3135 3.9547 -2.5406  0.292
H 6.8878 6.4360 -6.4687  0.419
C -9.9768 -9.5059 10.4672  -0.485
H 8.3584 -7.7626 -2.6788  0.307
H -3.3265 2.3039 -6.0767  0.786
H -5.2418 6.9832 -2.1174  0.591
H -7.5872 4.3338 -3.1441  0.396
H 9.6306 -7.5103 -1.2180  0.458
H 0.3849 -1.5341 -2.4094  0.447
C 4.2461 7.4681 -6.1276  -0.006
H -7.1274 -6.6277 -1.0080  0.416
H -2.5677 7.8776 -2.7918  0.228
H 8.0776 9.1025 -4.5961  0.152
H 8.1852 6.6342 4.6278  0.345
C 1.4526 4.1352 4.9082  -0.970
C 6.5816 5.4372 5.4421  -0.390
C -1.4187 7.4588 -5.3291  -1.555
H -7.2204 6.0375 -3.2693  0.362
C -6.0861 -7.6110 9.8617  -0.438
C -5.0495 -6.3545 -0.7015  -0.569
F 1.6163 7.9601 0.5392  -0.115
H 4.5060 7.4216 4.9982  0.205
H -6.5246 -7.5081 0.4126  0.285
N -9.6103 -8.4105 9.4475  0.257
H 4.6061 8.9988 2.8582  0.362
H -3.0660 0.8722 -5.3021  -0.367
H -9.5428 -8.5181 5.2433  0.277
H -0.8474 1.7055 -5.3719  0.107
H -14.8156 -6.4093 -8.1539  -0.073
C 9.2262 -10.2853 -1.6997  -0.777
H 3.4081 6.4416 4.0460  0.146
H -10.1290 -9.5728 7.4886  0.395
O 1.9162 6.3224 -4.4421  -0.463
C 2.2884 3.0845 4.2406  -0.762
C 0.8014 -1.3719 -7.7541  -0.260
H 6.9419 11.3568 -4.1242  0.349
C -5.1122 6.1184 -1.4821  -1.214
H 9.6410 -14.6008 -3.0320  0.362
C 8.0203 -15.6386 -2.3067  -0.654
H 0.1187 -1.8222 -8.4765  0.249
H 9.7724 -15.0898 -1.0155  0.301
H -0.8495 -1.8894 -5.7822  0.379
H -3.5680 7.5644 1.9110  0.471
C -2.5727 6.7732 -3.2011  -0.653
O 0.9852 9.3274 -2.5030  -0.181
C -11.3988 -9.4877 10.6759  -0.801
H -1.5628 8.4910 -5.0230  0.223
H 8.5965 -10.4951 -2.6610  0.287
H -7.2215 -9.5000 9.0430  0.364
O 0.7781 4.2234 -3.6471  -0.436
H -2.2633 7.1989 -5.9322  0.449
H 8.3898 3.9604 -0.2423  0.434
H 3.4809 8.3288 -6.0064  -0.224
H -4.4346 -7.6984 8.8031  0.343
C -5.2880 -6.9348 8.8167  -1.171
C 3.9360 8.1263 2.8700  -1.151
H 4.8428 3.4036 5.2563  0.541
H -1.9574 -3.9782 -0.6878  0.325
H -4.2325 -0.0858 -7.2055  0.390
C 9.2152 -14.9409 -2.0565  -0.184
H 0.0067 -5.6453 16.6092  0.334
H 0.3568 11.4511 -3.4990  0.341
H 2.1667 -3.4391 -8.5848  0.336
C 8.8989 -10.6312 0.5655  -0.347
H 9.5611 -11.0004 1.2423  0.496
H -11.5719 -9.8456 11.6647  0.393
C -9.7622 -8.6341 7.8612  -0.856
H 5.3439 7.6704 -7.9808  0.385
C -1.8144 -6.8270 17.1821  -0.520
C -7.1067 5.1721 -2.5662  -1.466
H 0.5414 3.7673 5.5004  0.365
C 2.4587 -2.5735 -9.1766  -1.312
F -3.9265 2.0997 -2.0807  -0.341
H -4.0494 5.3432 2.2603  0.484
H -5.7419 6.2949 -0.5827  0.589
N 8.9724 -11.2390 -0.6418  0.411
C -0.0846 -0.4760 -4.3024  0.460
F 0.3761 6.9089 -1.0195  -0.232
H -9.6721 -10.4137 9.9749  0.435
C -5.6182 4.9337 -2.3291  0.384
C 6.0274 8.7252 -4.0212  -0.524
H -10.0965 -6.7000 10.9794  0.435
H -4.2682 -6.9505 -0.3242  0.431
H 3.9667 4.8987 5.3311  0.705
C -0.8503 -6.0082 16.2941  -0.520
C 5.4143 7.9888 -6.9038  -0.829
C -2.6742 -4.5899 -0.1015  -0.684
H -0.0856 10.3497 -4.7716  0.191
O 4.3788 2.4684 -2.5912  -0.609
H -2.2221 -1.4323 -7.4357  0.541
C -6.9973 -8.7533 9.8522  -0.223
H 5.4562 9.0936 -7.0711  0.344
H 1.9177 -2.6251 -10.0878  0.380
H -7.7174 5.2000 -1.6542  0.340
H -3.7806 8.1941 -0.8628  0.560
H -4.8306 -1.7628 -3.5908  0.063
H 6.6187 4.5444 -0.1783  0.240
H -2.7137 -5.5657 -0.4975  0.491
H -5.2854 -9.0000 -0.9899  0.313
P -2.7833 1.1488 -1.4766  1.622
C 8.2315 -9.0535 -0.9924  0.059
H -0.5362 6.7581 -3.4617  -0.412
H 0.9393 0.3542 -6.5419  -0.021
C 7.4135 10.7509 -3.3098  -1.521
H -3.9249 -2.0063 0.3368  0.359
H 7.8525 -7.1305 -1.1082  0.376
H 4.2675 6.9556 -3.9236  0.768
H 8.4315 -8.5009 1.1789  0.379
H -5.7701 -1.7045 -1.2390  0.330
C -1.3475 1.4336 -6.3310  -0.395
N 5.7203 4.9568 4.3033  0.194
C -5.7190 -2.3864 -3.3363  -1.199
C -4.1176 -2.9408 0.8537  -0.663
H -6.5754 -3.1441 -1.5307  0.413
H -0.3630 0.3643 -3.6555  -0.016
H -8.3706 -7.5525 10.8863  0.595
H -10.1943 -6.5764 6.9933  0.373
H -5.0661 4.7717 -3.2271  0.270
C 0.3219 0.0058 -7.3957  -0.883
H -2.2747 -2.4466 2.0583  0.320
H 7.2988 -9.2169 -1.5137  0.431
H 7.6253 -15.8561 -3.3309  0.302
N -4.1275 -3.9963 -0.2262  0.614
C -2.1080 -0.4132 -7.6155  -1.037
C 3.5227 3.6672 3.5901  -0.162
H -2.7970 4.7291 -2.3701  0.141
C 6.9386 6.3276 -3.9550  -1.711
H -11.0462 -7.4979 4.8147  0.384
H 6.1258 6.3470 5.8294  0.350
C -6.3043 -7.2176 -0.6370  -0.476
H -2.6135 4.8052 0.2800  0.741
H 10.0363 -12.7663 0.1783  0.437
H -2.8334 -6.8710 17.1160  0.305
H 4.8605 5.7397 -5.0006  -0.142
H 3.1158 4.4648 2.9698  0.147
H 3.9853 7.5370 1.8963  0.163
H 6.7642 6.9300 -1.9149  -0.596
C -10.5800 -7.6337 6.9360  -0.335
H 7.9675 6.7609 -3.9283  0.575
O 2.4306 1.8949 -4.0672  -0.494
H 6.9964 11.0066 -2.3536  0.350
H 0.8613 -0.3032 -4.7966  0.219
N -1.0398 0.0851 -6.7284  0.775
H -2.2318 -7.8485 11.7742  -0.197
H -5.8829 -7.1144 10.8992  0.294
C 2.1679 -1.2544 -8.3891  -0.628
C 4.7615 6.8478 -4.8735  -0.950
C 0.8157 8.0987 -0.5351  0.984
H 1.2983 11.4956 -4.9629  0.456
H -5.5257 5.5297 1.2536  0.293
C -5.6790 -2.6097 -1.8468  -0.132
O 2.7795 8.2803 -1.7808  -0.622
H 4.0083 3.0093 2.8645  0.389
H 2.1438 -0.4681 -9.1307  0.396
H -7.0474 -9.2242 -1.2827  0.373
H 7.6183 -16.1186 -1.3954  0.297
C -4.1194 7.2473 1.1125  -0.727
H -0.4964 7.3955 -5.9099  0.384
H 6.9122 3.0794 4.3022  0.382
H -2.9640 -5.4116 1.8050  0.197
C -3.3250 0.4699 -7.4251  -0.955
H 2.9445 8.5364 3.0342  0.409
H -5.6299 -7.3211 7.9273  0.434
H -1.0019 2.1850 -7.1838  0.302
F 4.6014 2.5165 -5.0266  -0.306
H -10.7022 -6.5053 9.1991  0.395
H -4.4550 -4.2573 -2.2288  0.408
H -4.2441 -1.4361 11.8203  -0.219
H 6.1992 7.8268 0.0132  -0.200
C 7.9143 5.6059 4.7784  -0.801
N -3.6926 6.1237 -1.0215  0.740
H 7.9528 5.6835 -0.1484  0.328
H -6.6434 -1.8424 -3.6315  0.382
H -6.1185 -8.4033 -2.5026  0.307
C -0.9958 -0.8427 -5.4751  -1.561
C 1.6954 8.7228 -1.6056  0.288
C -5.2045 -5.1105 0.1135  -1.066
S 3.6115 2.7059 -3.7548  0.919
S 1.8721 4.8723 -4.2932  0.871
H 7.5864 -12.9906 -1.9582  0.434
H -1.7234 -0.5046 -8.5607  0.719
H -5.4725 3.8855 -1.8111  -0.146
H 0.8489 -2.4793 -3.8987  0.380
H -2.2892 7.5677 -0.2353  -0.242
H -3.5451 1.0406 -8.3289  0.331
H -1.3734 -4.7422 1.7175  0.493
C -11.8353 -7.9775 10.3114  -0.562
C 7.6091 4.8885 -2.0724  -0.654
H 5.1370 5.6396 2.4460  0.315
C -3.0552 -3.2689 1.9305  -0.710
H 7.2770 -9.6572 0.9391  0.290
C -2.4117 -4.5433 1.3985  -0.528
N 3.3448 4.3162 -3.8936  -0.070
C 9.5036 -12.5740 -0.7349  -0.718
H 2.6288 10.2451 -3.0886  0.560
H 7.5237 -13.8489 -0.6121  0.540
C 8.6598 -7.6778 -1.5603  -1.343
H 8.7720 5.2297 5.3649  0.392
C 5.3852 6.1207 3.4427  -1.038
H 10.1018 -12.7577 -1.6188  0.360
C -3.6656 5.0520 0.1445  -0.586
H 1.0506 4.7683 4.1350  0.270
H -3.5602 -3.3657 2.8893  0.331
H 7.9865 5.2697 2.5068  0.331
N 6.1255 7.3574 -4.6956  0.573
C -4.4107 5.6737 1.3162  -0.999
H 5.6027 5.6158 -2.3817  0.109
F -3.2913 -0.1127 -2.4624  -0.531
H -6.1712 -4.6791 -0.0528  0.380
H -6.8973 -9.3883 10.8565  0.337
H -11.9559 -10.1670 10.0671  0.350
H -5.1131 -2.9630 1.2440  0.437
C 4.5065 4.2696 4.6799  -1.476
H 10.2870 -10.0271 -2.1294  0.302
H 6.6172 4.6777 6.2002  0.453
C 0.0801 -1.7959 -3.4151  -1.648
C -6.2021 -8.5181 -1.3968  -1.304
H 5.3809 8.5336 -3.1699  0.386
C 1.7410 9.9238 -3.5913  0.006
H 6.2740 3.4914 2.6460  0.306
C -10.5458 -7.1394 10.0601  -0.634
F 1.6557 4.4055 -5.8278  -0.411
H -11.4079 -9.0002 5.5916  0.376
H -5.0602 -5.3230 1.1980  0.658
H -12.4893 -7.9807 9.3909  0.201
H -11.5782 -7.5917 7.3098  0.239

Values from the calculation:
Frontier orbital gap (eV): 0.593
2S+1: 1
Charge: +4
LUMO energy (eV): -8.733
Relative energy (zero: lowest compared OMol25 entry of this formula, charge and spin) (kJ/mol): 3941.8
HOMO energy (eV): -9.326


Number 1: DFT total energy -67924.8038 eV. Number 2: DFT total energy -67941.6350 eV. Number 3: DFT total energy -171807.8523 eV.